94
Properties=species:S:1:pos:R:3:forces:R:3:lowdin_charge:R:1 method="wB97M-V/def2-TZVPD" spin_multiplicity=1 orbital_gap_ev=8.0 e_above_lowest_ev=0.000 charge=0
Mg 10.72778 4.01362 8.81994 0.0309 2.1430 0.1664 0.623
Mg 10.73894 8.19101 7.41203 -0.4930 0.1068 -2.1557 0.833
N 10.70038 4.31031 6.95927 2.3478 3.2799 -4.5898 -0.285
S 11.50872 5.35911 5.87802 4.5185 0.7405 2.0285 0.650
O 11.17741 6.73910 6.13474 -0.6423 -0.4188 -0.3963 -0.322
O 11.83317 4.90328 4.56696 -1.4761 0.4695 0.9939 -0.188
F 12.95349 5.27883 6.58932 -1.2156 0.0377 -0.1754 -0.144
S 9.98337 3.50570 5.82235 -5.5794 -6.5712 -1.7906 0.448
O 10.67146 2.40076 5.22789 0.6889 1.3722 0.5327 -0.240
O 9.02655 4.19820 5.01117 1.3246 0.9668 0.4893 -0.235
F 9.02691 2.74039 6.85866 0.4016 0.6193 0.2943 -0.238
N 10.70212 2.76260 10.12624 -0.5010 -6.4051 0.7655 -0.328
S 10.57829 1.07501 9.84803 0.3263 -2.9184 -5.4750 0.595
O 9.29302 0.44205 9.86568 0.9232 1.3675 0.7408 -0.219
O 11.75515 0.31406 10.16839 -1.3039 1.2815 0.5614 -0.206
F 10.79715 1.37202 8.26399 -0.0738 0.0323 0.1119 -0.222
S 10.87132 2.51915 11.64490 0.7758 6.1836 8.2620 0.501
O 12.18005 2.25210 12.18482 -1.4253 -0.6798 -1.3763 -0.214
O 9.68812 2.17416 12.40141 1.1749 -1.1844 -1.7268 -0.214
F 10.80830 4.14341 11.84250 0.2370 0.2678 0.2116 -0.220
N 12.20265 8.20855 8.53423 2.6134 -3.6072 3.3094 -0.319
S 12.69132 6.90844 9.56927 -1.9729 -1.8673 2.8476 0.626
O 14.02435 6.70479 10.00347 -0.1201 0.6829 -1.6939 -0.149
O 11.92971 5.72179 9.26168 -0.0689 0.4854 -1.0989 -0.298
F 12.01694 7.40811 10.88545 -0.3211 0.1399 -0.6057 -0.102
S 13.50781 9.05679 8.77302 4.8830 6.8538 -0.7971 0.487
O 14.66630 8.71502 8.00166 -1.3072 -1.0416 0.7152 -0.216
O 13.68202 9.62306 10.08453 -0.7800 -1.6634 -0.8776 -0.214
F 13.00874 10.33715 7.96097 -0.9939 -0.2547 -0.3001 -0.172
N 9.00639 7.55047 7.81236 -2.2149 -2.8050 4.0933 -0.321
S 8.52445 6.54880 9.15528 2.3651 0.7532 2.9050 0.644
O 9.28757 5.32871 9.22756 -0.6471 0.6751 -0.6001 -0.310
O 7.18920 6.51448 9.62608 0.4682 0.2330 -1.2106 -0.167
F 9.27214 7.48819 10.19064 -0.0435 -0.4732 -0.2821 -0.133
S 7.62591 7.44248 7.07681 -3.8933 1.9100 -5.6915 0.437
O 6.61586 8.39023 7.46074 1.4762 -1.0591 0.1673 -0.207
O 7.26778 6.11826 6.68289 0.3770 0.0149 1.2937 -0.252
F 8.22327 8.02233 5.71643 0.4734 0.5217 0.5644 -0.254
Cl 11.92350 -0.54216 2.69079 0.2042 -0.1675 0.2925 0.534
C 12.24160 -1.42719 4.23365 0.0686 0.0647 -0.1152 -0.629
C 11.43462 -0.77468 5.34538 -0.0661 -0.5231 -0.3215 -0.667
Cl 11.69673 -1.66586 6.86272 0.2255 -0.1561 0.3375 0.576
H 13.31099 -1.41279 4.43400 -0.0221 0.2974 -0.0280 0.068
H 11.98405 -2.46832 4.05491 -0.2984 0.0843 0.1102 0.067
H 10.36972 -0.88532 5.15622 0.0277 0.4082 -0.1971 0.059
H 11.72551 0.25779 5.50674 -0.1450 -0.0131 -0.0879 0.044
Cl 6.28895 7.55941 3.79169 -0.4731 0.1129 -0.3458 0.628
C 6.76809 6.77635 2.26120 0.2264 0.1448 0.1742 -0.603
C 8.23539 6.38473 2.30645 -0.0963 -0.7296 -0.9057 -0.647
Cl 9.36294 7.70955 2.68164 -0.0338 0.0508 0.2847 0.589
H 6.55758 7.44179 1.42662 0.0459 0.2161 0.1964 0.076
H 6.11235 5.91200 2.17852 0.3359 -0.1842 -0.1163 0.023
H 8.55944 6.07830 1.31040 -0.2694 -0.0628 -0.0782 0.047
H 8.41606 5.51586 2.93765 -0.0067 0.3436 0.4452 0.048
Cl 8.68793 1.20280 2.63624 -0.0219 0.2635 -0.4114 0.523
C 9.17008 2.13772 1.15794 0.3991 -0.1403 1.0604 -0.594
C 10.39821 2.93653 1.51650 1.1131 -0.1198 0.5981 -0.668
Cl 10.72987 4.18988 0.29186 -0.0393 0.0838 -0.2237 0.592
H 8.37213 2.81587 0.86922 -0.2214 -0.3805 -0.1234 0.056
H 9.44874 1.37448 0.43827 -0.4132 0.2587 -0.3627 0.072
H 11.28401 2.30342 1.58058 -0.0900 -0.1382 -0.3388 0.053
H 10.41723 3.42723 2.48887 -0.7706 0.1092 -0.0674 0.041
Cl 4.50732 0.29402 7.63849 -0.3047 0.2371 -0.4807 0.555
C 5.77900 -0.92865 7.42489 0.4736 -0.1831 1.9424 -0.663
C 7.17002 -0.27928 7.41160 -1.0171 -1.5566 -0.2041 -0.636
Cl 7.24454 0.54889 5.84946 0.7371 0.3430 -0.0742 0.623
H 5.57494 -1.62798 6.61968 0.0129 0.4779 -0.3607 0.073
H 5.67228 -1.49303 8.35367 0.2826 -0.2078 -0.0769 0.063
H 7.90139 -1.08817 7.45542 0.1169 0.0527 -0.4233 0.078
H 7.36655 0.30305 8.30735 -0.2674 0.6665 -0.4063 0.024
Cl 6.90402 3.05941 8.95179 0.0243 0.0811 0.0214 0.645
C 5.43764 3.52774 9.86085 -0.3122 0.2219 0.1947 -0.628
C 5.78357 3.81444 11.30044 0.2381 -0.4438 1.1617 -0.632
Cl 4.34421 3.76640 12.40565 0.0569 0.1783 -0.5691 0.530
H 4.73756 2.69894 9.78851 0.0466 0.0100 -0.0545 0.056
H 5.02731 4.40978 9.37584 -0.0186 -0.0892 -0.0688 0.034
H 6.26940 4.76801 11.49019 -0.1007 0.0727 -0.3445 0.056
H 6.41714 3.04372 11.73550 0.1330 -0.0527 -0.3396 0.058
Cl 4.14900 4.53654 6.73131 -0.0260 0.0311 0.2160 0.603
C 4.50404 4.38020 4.99719 -0.1611 -0.0417 -0.2200 -0.661
C 5.58034 3.33440 4.77665 0.2525 0.5432 0.0380 -0.625
Cl 5.86138 3.28198 2.99047 -0.0458 -0.2414 0.3113 0.576
H 4.80646 5.35423 4.61684 0.2269 -0.0366 0.1979 0.019
H 3.56273 4.14465 4.50467 0.0866 -0.3080 0.0211 0.069
H 5.37170 2.34846 5.18280 -0.4550 -0.0302 -0.3875 0.018
H 6.51994 3.63166 5.24036 -0.0108 0.2274 -0.1310 0.037
Cl 13.32248 8.12458 3.95606 -0.2217 -0.0434 0.1844 0.564
C 13.72479 6.89978 2.72939 0.7637 0.1629 -0.6767 -0.631
C 12.82454 6.92389 1.49223 0.0660 -0.0957 0.5586 -0.676
Cl 12.61964 8.53426 0.76986 0.1223 0.1803 0.0934 0.542
H 13.77869 5.92453 3.20903 -0.5381 -0.0396 -0.0559 0.060
H 14.75732 7.10558 2.44807 -0.0783 0.2486 -0.1089 0.070
H 11.82653 6.56937 1.73377 0.0361 -0.1062 -0.0963 -0.002
H 13.28924 6.32698 0.71111 -0.1305 -0.2706 0.1514 0.065